Here is a cluster of 2 separate species, C4H15N2O2 in total in a non-equilibrium geometry from OMol25. Energies are from wB97M-V/def2-TZVPD.

Atoms and positions in Å:
H (0.62, -2.22, -1.89)
H (-1.99, -0.31, -3.50)
O (0.23, 0.40, -1.29)
C (-0.98, 0.38, 1.75)
C (0.02, -0.70, -0.43)
H (2.26, 0.40, 0.40)
H (-1.72, 1.12, -3.70)
H (-1.39, -0.46, 2.22)
N (-0.53, 1.33, 2.69)
H (-0.32, 1.09, 3.59)
H (1.10, 1.54, 0.27)
O (-1.32, 0.34, -3.51)
H (2.15, -1.52, -1.21)
H (1.12, -2.65, -0.31)
H (-1.77, 0.78, 1.02)
H (-0.94, -1.21, -0.65)
C (0.28, -0.15, 0.84)
H (-1.21, 2.12, 2.75)
N (1.44, 0.85, 0.80)
C (0.99, -1.75, -0.96)
H (0.62, -0.94, 1.54)
H (-0.26, 0.27, -2.13)
H (1.60, 1.30, 1.70)

Net charge: +1
Lowest unoccupied orbital energy in eV: -2.83
E in eV: -11458.891
Relative energy (zero: lowest compared OMol25 entry of this formula, charge and spin) in kJ/mol: 228.4